1.
{"formula": "C22H65N15O11", "method": "ωB97M-V/def2-TZVPD", "relative_energy_kcal_mol": 0.0, "largest_force_ev_per_a": 4.21, "e_homo_ev": -8.51, "smiles": "CC1(C)CCCC(C)(C)N1O.NC(N)=O.NC(N)=O.NC(N)=O.NC(N)=O.NC(N)=O.NC(N)=O.NC(N)=O.CCO.CCO.CCO", "spin_multiplicity": 1, "charge": 0, "gap_ev": 8.91, "elements": ["C", "C", "C", "C", "C", "C", "C", "C", "C", "N", "O", "H", "H", "H", "H", "H", "H", "H", "H", "H", "H", "H", "H", "H", "H", "H", "H", "H", "H", "H", "N", "C", "N", "O", "H", "H", "H", "H", "N", "C", "N", "O", "H", "H", "H", "H", "N", "C", "N", "O", "H", "H", "H", "H", "N", "C", "N", "O", "H", "H", "H", "H", "N", "C", "N", "O", "H", "H", "H", "H", "N", "C", "N", "O", "H", "H", "H", "H", "N", "C", "N", "O", "H", "H", "H", "H", "C", "C", "O", "H", "H", "H", "H", "H", "H", "C", "C", "O", "H", "H", "H", "H", "H", "H", "C", "C", "O", "H", "H", "H", "H", "H", "H"], "coordinates": [[1.018, 2.256, 0.794], [1.380, 3.453, -0.149], [0.287, 3.493, -1.318], [1.288, 4.649, 0.749], [1.856, 5.965, 0.129], [3.340, 5.734, -0.135], [3.555, 4.499, -0.996], [3.240, 4.857, -2.480], [5.080, 4.180, -0.953], [2.779, 3.305, -0.536], [3.003, 2.125, -1.280], [1.666, 2.358, 1.729], [-0.046, 2.297, 1.121], [1.167, 1.321, 0.278], [-0.667, 3.144, -0.937], [0.234, 4.434, -1.803], [0.602, 2.765, -2.090], [0.254, 4.712, 1.173], [2.029, 4.428, 1.534], [1.429, 6.135, -0.874], [1.705, 6.887, 0.665], [3.720, 5.519, 0.900], [3.994, 6.565, -0.562], [2.170, 5.121, -2.633], [3.524, 4.110, -3.174], [3.898, 5.716, -2.609], [5.651, 5.095, -1.129], [5.284, 3.398, -1.719], [5.187, 3.655, 0.022], [2.472, 2.251, -2.085], [3.899, -0.266, 0.538], [3.319, -1.003, 1.509], [3.749, -2.250, 1.518], [2.344, -0.675, 2.212], [4.090, -0.714, -0.403], [3.686, 0.697, 0.481], [4.294, -2.508, 0.722], [3.251, -2.936, 2.101], [0.070, 0.525, 3.422], [0.322, 0.571, 4.742], [1.648, 0.559, 5.058], [-0.470, 0.579, 5.698], [0.809, 0.460, 2.701], [-0.879, 0.550, 2.968], [1.849, 0.144, 5.954], [2.271, 0.155, 4.367], [-4.534, 3.068, 4.943], [-4.055, 2.681, 3.660], [-2.949, 1.842, 3.616], [-4.534, 3.129, 2.653], [-5.208, 3.819, 4.721], [-3.813, 3.084, 5.635], [-2.667, 1.642, 2.648], [-2.407, 1.557, 4.378], [-2.671, -1.026, 4.308], [-2.319, -2.324, 4.249], [-1.297, -2.658, 5.105], [-2.956, -3.095, 3.522], [-2.050, -0.385, 4.782], [-3.216, -0.667, 3.545], [-1.192, -3.668, 5.221], [-0.898, -2.160, 5.900], [0.037, -2.916, 2.192], [-0.667, -3.643, 1.317], [-1.497, -4.647, 1.800], [-0.478, -3.457, 0.071], [-0.106, -3.120, 3.163], [0.557, -2.087, 1.966], [-2.046, -5.088, 1.077], [-1.973, -4.358, 2.667], [-3.194, -1.501, 0.542], [-2.360, -0.462, 0.453], [-1.875, -0.082, -0.779], [-2.030, 0.185, 1.469], [-3.306, -2.056, -0.278], [-3.430, -1.972, 1.411], [-1.239, 0.695, -0.661], [-2.025, -0.621, -1.579], [2.002, -3.646, -1.487], [2.339, -2.364, -1.733], [1.334, -1.380, -1.590], [3.480, -2.069, -2.103], [2.776, -4.328, -1.440], [1.185, -3.755, -0.925], [0.395, -1.694, -1.295], [1.325, -0.603, -2.226], [-2.304, -4.905, -3.518], [-2.643, -5.250, -2.100], [-2.862, -4.002, -1.431], [-2.878, -4.051, -3.959], [-2.409, -5.848, -4.118], [-1.272, -4.590, -3.678], [-1.840, -5.754, -1.561], [-3.548, -5.818, -1.982], [-2.022, -3.680, -1.086], [1.011, -0.536, -5.245], [2.427, -0.936, -4.975], [2.811, -0.337, -3.758], [0.771, -0.659, -6.315], [0.887, 0.550, -5.154], [0.298, -1.119, -4.584], [3.068, -0.700, -5.857], [2.485, -1.964, -4.921], [3.361, -0.948, -3.265], [-5.487, -2.548, -3.259], [-4.525, -1.281, -3.166], [-3.213, -1.524, -2.881], [-6.475, -2.168, -3.689], [-5.713, -2.961, -2.287], [-5.181, -3.339, -3.984], [-4.935, -0.607, -2.505], [-4.513, -0.769, -4.160], [-3.089, -2.440, -2.700]], "atomic_forces_ev_per_a": [[0.3, 1.0, 0.7], [-1.5, -1.0, -0.1], [1.9, -1.5, 0.6], [0.5, 1.7, 0.6], [-0.3, -0.4, -1.9], [0.5, -0.3, 1.7], [0.5, -0.9, -1.9], [-0.6, 1.1, 1.5], [-1.5, -1.8, 0.2], [0.5, 0.6, 1.2], [-0.2, 0.9, -0.4], [-0.8, -0.5, -1.3], [0.6, 0.1, -0.2], [0.3, -0.5, 0.0], [-0.2, 0.3, 0.0], [-0.3, 1.0, -0.3], [-0.3, 0.2, 0.2], [0.9, 0.2, -0.3], [-0.6, 0.0, 0.4], [-0.4, 0.1, 0.4], [-0.3, 0.1, 0.6], [0.4, 0.1, -0.9], [-1.3, -0.8, 0.5], [0.8, 0.0, 0.0], [0.3, -0.9, -0.6], [-0.3, 0.2, -0.7], [0.1, -0.3, 0.3], [0.1, 0.7, 0.4], [0.7, 0.8, -0.4], [0.3, -0.4, -0.2], [0.9, -0.4, -1.5], [-2.2, 0.5, -0.9], [0.3, -2.3, 0.9], [0.8, 0.6, 0.5], [-0.3, 0.7, 1.7], [-0.6, 0.9, -0.1], [0.4, -0.7, 0.1], [0.5, 0.6, -0.8], [-1.6, 0.2, -1.7], [0.5, -0.5, 0.4], [1.6, -0.5, -0.2], [-1.2, 0.0, -1.0], [-0.2, 0.0, 1.1], [1.4, -0.1, 1.1], [-0.3, 0.3, 0.2], [-0.1, 0.3, -0.3], [-0.4, -0.7, -2.7], [1.5, -0.1, 1.7], [-1.8, 1.0, -1.9], [-0.9, 0.1, -0.9], [0.9, -0.3, 1.2], [-0.2, 0.6, 0.6], [0.0, -0.1, 0.9], [0.7, -0.2, 1.2], [0.3, -0.1, 0.1], [-1.1, 1.8, 0.8], [0.7, -2.4, 0.0], [0.9, -0.6, 0.3], [0.1, 0.1, 0.2], [-0.1, 0.1, 0.0], [-0.1, 0.5, 0.0], [-0.7, 0.6, -0.8], [-0.5, -0.7, 0.8], [0.3, -0.4, -2.1], [1.1, 1.3, 0.0], [-0.6, -0.4, 1.0], [0.1, 0.3, 0.3], [0.1, 0.2, -0.4], [-0.1, 0.2, 0.1], [-0.3, -0.3, -0.5], [-0.5, -0.8, -0.4], [0.9, 1.1, 0.7], [0.0, 0.6, 3.0], [-0.1, -0.2, -0.6], [-0.3, -0.4, -0.5], [0.4, 0.5, 0.0], [0.0, -0.3, -0.6], [-0.3, -0.5, -1.6], [0.8, -0.3, 0.1], [-0.8, 1.4, -0.4], [-0.3, -2.0, 0.8], [0.5, -0.3, 0.5], [-0.9, 0.8, 0.1], [-0.7, -0.6, 0.5], [0.9, 0.1, -0.2], [0.7, 0.1, -0.2], [0.2, -1.0, -1.8], [0.5, 1.6, 0.5], [-0.7, 0.3, 0.4], [-0.1, -1.1, 0.5], [-0.1, 1.0, 0.0], [0.2, -0.1, 0.5], [0.1, -0.3, -0.3], [-0.4, -0.3, -0.2], [0.6, -0.1, 0.4], [-1.2, 0.0, -0.6], [0.1, 2.0, -0.7], [-0.1, 1.2, -1.1], [-0.1, -0.6, 0.4], [0.0, -0.2, 0.6], [0.6, 0.9, -0.8], [-0.1, 0.5, 0.7], [0.1, -2.6, 0.4], [0.4, -0.3, 0.5], [-0.5, 1.5, -1.3], [-1.7, -1.7, -3.5], [1.9, 0.3, 0.5], [1.2, -0.4, 0.7], [0.2, -0.3, 0.3], [0.2, 0.6, 0.7], [-1.0, 1.5, 1.8], [-0.4, -0.4, 0.5], [0.2, -1.4, 0.5]], "mulliken_charge": [-1.73, 1.57, -1.59, -1.44, -0.84, -1.03, 1.24, -1.63, -1.77, 0.39, -0.15, 0.42, 0.21, 0.30, 0.46, 0.37, 0.34, 0.43, 0.44, 0.28, 0.43, 0.29, 0.41, 0.26, 0.45, 0.48, 0.41, 0.31, 0.41, 0.27, -0.38, 0.35, -0.36, -0.62, 0.19, 0.19, 0.22, 0.28, 1.04, 0.45, -0.55, -0.75, -0.08, -0.14, 0.29, 0.21, -0.50, 0.52, 0.07, -0.62, 0.29, 0.23, -0.21, 0.15, -0.30, 0.68, -0.40, -0.77, -0.01, 0.21, 0.27, 0.19, 0.00, 0.31, -0.49, -0.28, 0.18, -0.13, 0.34, 0.24, -0.13, 0.24, -0.08, -0.41, -0.07, 0.19, 0.07, 0.09, -0.29, 0.16, 0.82, -0.86, 0.28, 0.21, -0.27, 0.14, -1.01, -0.25, -0.45, 0.17, 0.38, 0.28, 0.30, 0.35, 0.09, -0.85, -0.32, -0.49, 0.42, 0.24, 0.04, 0.32, 0.34, 0.23, -0.92, -0.49, -0.47, 0.36, 0.27, 0.25, 0.37, 0.31, 0.12]}


2.
{"formula": "C30H84O16S14", "method": "ωB97M-V/def2-TZVPD", "relative_energy_kcal_mol": 129.1, "largest_force_ev_per_a": 6.35, "e_homo_ev": -8.24, "spin_multiplicity": 1, "charge": 0, "gap_ev": 8.44, "elements": ["C", "C", "C", "C", "C", "O", "S", "O", "O", "O", "C", "S", "H", "H", "H", "H", "H", "H", "H", "H", "H", "H", "H", "H", "C", "S", "O", "C", "H", "H", "H", "H", "H", "H", "C", "S", "O", "C", "H", "H", "H", "H", "H", "H", "C", "S", "O", "C", "H", "H", "H", "H", "H", "H", "C", "S", "O", "C", "H", "H", "H", "H", "H", "H", "C", "S", "O", "C", "H", "H", "H", "H", "H", "H", "C", "S", "O", "C", "H", "H", "H", "H", "H", "H", "C", "S", "O", "C", "H", "H", "H", "H", "H", "H", "C", "S", "O", "C", "H", "H", "H", "H", "H", "H", "C", "S", "O", "C", "H", "H", "H", "H", "H", "H", "C", "S", "O", "C", "H", "H", "H", "H", "H", "H", "C", "S", "O", "C", "H", "H", "H", "H", "H", "H", "C", "S", "O", "C", "H", "H", "H", "H", "H", "H"], "coordinates": [[-1.295, 2.597, 4.104], [-1.784, 1.059, 4.415], [-2.881, 0.549, 3.261], [-2.379, -0.974, 2.837], [-4.349, 0.589, 3.988], [-4.542, 2.028, 4.230], [-5.998, 2.594, 3.467], [-6.422, 3.715, 4.462], [-5.621, 3.001, 2.001], [-6.800, 1.089, 3.554], [-5.698, 0.150, 3.166], [-6.511, -1.520, 3.607], [-2.109, 3.070, 3.376], [-1.360, 3.189, 5.117], [-0.217, 2.568, 3.631], [-2.353, 1.032, 5.460], [-0.883, 0.285, 4.529], [-2.789, 1.224, 2.300], [-3.186, -1.595, 2.258], [-1.451, -0.803, 2.106], [-1.982, -1.599, 3.750], [-4.377, 0.136, 5.066], [-5.689, 0.134, 1.986], [-7.386, -1.288, 4.716], [-8.051, 0.939, -1.512], [-7.534, 0.483, 0.161], [-7.094, -0.952, 0.121], [-9.188, 0.524, 0.890], [-7.171, 0.939, -2.159], [-8.778, 0.216, -1.890], [-8.489, 1.940, -1.499], [-9.846, -0.174, 0.367], [-9.591, 1.538, 0.827], [-9.113, 0.231, 1.941], [2.722, 0.177, 4.801], [1.664, -1.037, 5.627], [0.491, -0.297, 6.200], [2.802, -1.389, 6.987], [2.189, 0.565, 3.930], [2.949, 1.000, 5.483], [3.645, -0.306, 4.474], [3.025, -0.471, 7.536], [3.724, -1.822, 6.591], [2.327, -2.107, 7.661], [1.941, 4.051, 1.170], [1.600, 2.294, 1.432], [2.354, 1.866, 2.658], [2.523, 1.703, -0.007], [1.485, 4.617, 1.986], [3.019, 4.227, 1.167], [1.505, 4.370, 0.221], [3.566, 2.022, 0.061], [2.068, 2.097, -0.919], [2.478, 0.611, -0.025], [0.132, 4.615, 9.036], [0.936, 3.698, 7.700], [-0.027, 3.641, 6.549], [0.896, 2.088, 8.521], [0.017, 5.655, 8.722], [-0.852, 4.189, 9.243], [0.755, 4.576, 9.933], [-0.135, 1.815, 8.760], [1.495, 2.128, 9.434], [1.321, 1.341, 7.845], [-3.464, -1.389, -2.416], [-3.472, -2.573, -1.048], [-2.064, -3.058, -0.863], [-4.383, -3.868, -1.921], [-2.906, -0.503, -2.105], [-2.981, -1.831, -3.291], [-4.490, -1.103, -2.659], [-3.845, -4.160, -2.826], [-5.380, -3.503, -2.179], [-4.476, -4.734, -1.260], [0.622, -0.411, -6.411], [-0.436, -1.624, -5.586], [-1.609, -0.885, -5.013], [0.702, -1.976, -4.226], [0.089, -0.022, -7.283], [0.849, 0.412, -5.730], [1.545, -0.893, -6.739], [0.925, -1.058, -3.677], [1.624, -2.409, -4.622], [0.227, -2.695, -3.552], [1.251, -3.007, -10.250], [2.440, -3.344, -8.929], [2.265, -2.282, -7.883], [3.915, -2.924, -9.887], [0.244, -3.170, -9.859], [1.346, -1.972, -10.585], [1.429, -3.690, -11.084], [3.849, -1.893, -10.244], [4.008, -3.609, -10.733], [4.791, -3.028, -9.241], [7.681, -2.950, -9.898], [7.043, -4.013, -11.215], [6.097, -4.994, -10.585], [8.598, -4.882, -11.529], [6.860, -2.336, -9.520], [8.080, -3.560, -9.085], [8.462, -2.300, -10.299], [8.942, -5.375, -10.617], [9.350, -4.171, -11.878], [8.425, -5.634, -12.304], [-4.590, -4.402, 5.623], [-6.145, -4.817, 6.448], [-7.112, -3.701, 6.178], [-5.529, -4.607, 8.136], [-4.752, -4.433, 4.543], [-4.270, -3.398, 5.912], [-3.825, -5.133, 5.895], [-5.151, -3.591, 8.272], [-4.734, -5.331, 8.327], [-6.354, -4.783, 8.832], [6.588, 0.504, -13.767], [7.105, 0.047, -12.095], [7.545, -1.387, -12.134], [5.451, 0.089, -11.365], [7.469, 0.504, -14.414], [5.862, -0.219, -14.145], [6.150, 1.504, -13.754], [4.793, -0.609, -11.889], [5.049, 1.103, -11.428], [5.527, -0.204, -10.314], [4.851, -2.291, 1.692], [6.040, -2.627, 3.013], [5.865, -1.565, 4.059], [7.515, -2.207, 2.055], [3.844, -2.453, 2.083], [4.946, -1.255, 1.357], [5.029, -2.973, 0.858], [7.449, -1.177, 1.698], [7.608, -2.892, 1.209], [8.391, -2.311, 2.701], [-1.964, 10.203, 7.444], [-1.972, 9.020, 8.812], [-0.564, 8.535, 8.997], [-2.883, 7.725, 7.940], [-1.406, 11.090, 7.756], [-1.481, 9.761, 6.570], [-2.990, 10.490, 7.202], [-2.345, 7.433, 7.035], [-3.880, 8.089, 7.682], [-2.976, 6.859, 8.601]], "atomic_forces_ev_per_a": [[-1.1, -0.5, 0.3], [-0.5, 0.1, 0.0], [1.1, -1.8, 0.9], [0.3, 0.4, -0.6], [0.1, 0.5, -0.5], [-2.9, 0.2, -1.5], [3.1, 3.8, 0.4], [0.6, -4.8, -4.2], [-2.1, -2.0, 5.7], [2.4, 2.6, -0.5], [-1.1, -1.1, -0.3], [0.0, 0.7, 0.5], [2.0, -0.9, 1.4], [0.6, -1.1, -2.4], [-2.2, 0.4, 1.1], [1.3, 0.1, -2.1], [-2.1, 1.9, -0.4], [-0.7, -1.2, 2.1], [1.5, 1.2, 1.0], [-2.0, -0.5, 1.6], [-1.0, 1.3, -1.7], [0.2, 0.4, -2.3], [0.6, 0.0, 2.5], [1.6, 0.3, -1.3], [0.0, 0.0, -0.1], [-0.1, -0.3, -0.1], [-0.2, 0.5, -0.1], [-0.1, -0.1, 0.1], [-0.1, 0.0, 0.2], [0.1, 0.0, 0.1], [0.1, -0.1, 0.1], [0.1, 0.0, 0.0], [0.1, 0.0, 0.0], [0.2, 0.0, -0.2], [-0.2, -0.3, 0.2], [0.4, 0.3, 0.0], [0.5, -0.2, 0.1], [-0.1, -0.1, 0.2], [0.0, -0.3, 0.5], [-0.1, -0.1, 0.0], [0.0, -0.1, 0.1], [0.0, 0.0, -0.1], [-0.1, 0.1, -0.1], [0.0, 0.1, -0.1], [0.1, 0.1, 0.1], [0.1, 0.1, 0.1], [-0.1, 0.6, -1.1], [0.2, -0.1, 0.0], [0.0, -0.2, -0.1], [-0.1, -0.1, 0.0], [0.0, -0.1, 0.1], [-0.1, 0.0, 0.1], [0.0, 0.0, 0.1], [-0.1, 0.2, 0.1], [-0.1, 0.1, 0.0], [-0.3, -0.1, -0.1], [0.5, 0.2, 0.9], [0.0, -0.1, 0.0], [0.1, -0.1, 0.0], [0.1, -0.1, -0.1], [0.0, 0.0, -0.1], [0.1, 0.1, -0.1], [0.0, 0.1, 0.0], [-0.2, 0.2, 0.0], [0.0, -0.1, 0.0], [0.2, 0.0, 0.0], [-0.4, 0.1, -0.3], [0.0, -0.1, -0.1], [0.0, -0.2, 0.0], [0.0, 0.1, 0.1], [0.0, -0.1, 0.1], [0.0, 0.1, 0.1], [0.1, 0.0, 0.1], [0.1, 0.2, 0.0], [0.1, 0.2, 0.2], [0.1, 0.3, 0.0], [0.4, -0.2, -0.1], [0.0, 0.0, 0.1], [0.0, -0.1, 0.1], [-0.2, -0.1, 0.1], [-0.4, 0.1, 0.1], [-0.1, 0.0, -0.1], [-0.1, 0.0, -0.1], [0.0, 0.1, -0.1], [-0.1, 0.1, 0.0], [0.1, 0.1, -0.1], [0.2, -0.4, -0.6], [-0.1, 0.2, 0.0], [0.2, 0.0, 0.1], [0.1, 0.0, 0.1], [0.0, 0.0, 0.1], [-0.2, -0.1, 0.1], [0.0, 0.0, 0.2], [-0.3, -0.2, -0.1], [0.3, -0.1, 0.3], [-0.2, -0.3, 0.0], [0.4, 0.1, 0.0], [0.1, -0.1, 0.1], [0.1, -0.1, -0.2], [-0.1, -0.1, -0.1], [-0.2, -0.2, 0.0], [-0.1, 0.1, 0.0], [-0.1, 0.0, 0.0], [-0.1, 0.2, 0.1], [0.1, 0.1, 0.0], [-0.2, 0.4, -0.1], [0.5, -0.4, 0.2], [0.0, 0.1, 0.1], [-0.1, 0.0, 0.2], [-0.1, -0.1, 0.0], [-0.1, 0.0, 0.0], [-0.1, -0.1, -0.1], [-0.1, 0.0, -0.1], [0.1, 0.0, -0.2], [0.0, -0.1, -0.1], [0.0, -0.2, -0.1], [-0.3, 1.0, -0.4], [-0.1, -0.1, 0.0], [-0.1, 0.0, 0.2], [0.1, 0.0, 0.1], [0.1, -0.1, 0.1], [0.1, 0.0, 0.0], [0.1, -0.1, 0.0], [0.1, 0.1, -0.2], [-0.1, 0.1, 0.0], [-0.1, 0.4, 0.2], [0.0, -0.4, -0.6], [0.1, 0.1, 0.0], [0.2, 0.0, 0.1], [0.1, 0.0, 0.1], [0.0, 0.0, 0.1], [-0.1, -0.1, 0.1], [-0.1, 0.0, 0.1], [-0.2, 0.0, 0.0], [0.1, 0.0, -0.1], [0.4, -0.2, 0.0], [-0.7, 0.2, -0.2], [0.0, -0.1, -0.1], [-0.1, -0.2, 0.1], [0.0, -0.1, 0.1], [0.1, -0.1, 0.1], [0.0, 0.1, 0.1], [0.1, 0.0, 0.1], [0.1, 0.2, 0.0]], "mulliken_charge": [-0.48, 0.32, 0.40, -0.93, 0.15, -0.35, 1.11, -0.58, -0.53, -0.27, -0.36, -0.16, 0.29, 0.15, -0.09, 0.22, -0.32, 0.24, 0.15, 0.24, 0.22, 0.29, 0.12, 0.19, -1.08, 0.76, -0.62, -1.04, 0.32, 0.34, 0.36, 0.40, 0.39, 0.23, -0.41, 0.46, -0.55, -0.96, 0.09, 0.30, 0.24, 0.26, 0.34, 0.37, -1.07, 0.65, -0.67, -1.03, 0.31, 0.33, 0.39, 0.33, 0.39, 0.31, -0.90, 0.36, -0.56, -0.61, 0.27, 0.28, 0.38, 0.31, 0.43, -0.12, -0.88, 0.74, -0.69, -1.04, 0.30, 0.25, 0.35, 0.33, 0.34, 0.31, -0.88, 0.48, -0.61, -0.83, 0.30, 0.36, 0.36, 0.22, 0.36, 0.31, -0.97, 0.44, -0.65, -0.70, 0.34, 0.29, 0.38, 0.01, 0.45, 0.29, -0.96, 0.69, -0.67, -1.03, 0.13, 0.43, 0.43, 0.32, 0.35, 0.33, -0.81, 0.45, -0.56, -0.91, 0.28, 0.20, 0.43, 0.29, 0.35, 0.32, -1.00, 0.40, -0.50, -0.88, 0.33, 0.31, 0.39, 0.25, 0.47, 0.27, -0.90, 0.47, -0.59, -0.96, 0.30, 0.24, 0.44, 0.31, 0.37, 0.32, -0.90, 0.48, -0.60, -0.89, 0.31, 0.30, 0.35, 0.29, 0.39, 0.28]}